The following is a DFT calculation (ωB97M-V/def2-TZVPD) of a structure of composition C42H50N5O11.

Calculated values
- Energy: -2731.109069 hartree
- E_LUMO: 0.1 eV
- HOMO: -1.29 eV
- Net charge: -1
- Energy above the lowest of the compared OMol25 structures with the same formula, charge and spin: 0.0000 eV
- Orbital gap: 1.373 eV

Structure (XYZ):
```
108
Properties=species:S:1:pos:R:3:forces:R:3
C 7.0713 -0.2133 1.1888 0.1 0.0 -0.2
C 5.8149 0.6288 1.0308 0.0 0.1 0.0
C 5.0499 0.5697 -0.3415 0.0 0.0 0.0
C 3.5401 0.2714 -0.2733 0.0 0.0 0.0
C 2.6458 1.5128 -0.3590 0.0 0.1 0.0
C 2.6468 2.3777 0.9211 0.1 -0.1 0.0
C 1.2701 2.6709 1.5328 -0.2 0.1 0.1
C 0.2868 1.4881 1.6119 -0.1 0.0 -0.1
C -0.8210 1.5696 0.5540 0.1 0.1 0.1
C -1.7573 0.3504 0.5111 0.1 -0.2 0.3
C -3.2386 0.6418 0.8122 4.7 -0.4 -0.6
O -3.7241 0.0640 2.0186 6.1 -1.6 0.9
C -3.6700 -1.3510 2.0375 0.6 -0.6 0.1
H 6.8394 -1.2685 0.9493 0.0 0.0 0.1
H 7.8128 0.0913 0.4290 -0.1 -0.1 0.0
H 6.0638 1.6851 1.2286 -0.1 -0.1 0.1
H 5.0847 0.3591 1.8117 0.1 0.0 0.0
H 5.5474 -0.1975 -0.9415 0.0 0.0 0.1
H 5.1799 1.5184 -0.8878 0.0 -0.1 0.0
H 3.2492 -0.4207 -1.0720 0.0 0.1 0.0
H 3.3319 -0.2492 0.6720 0.0 0.0 -0.1
H 2.9954 2.1195 -1.2027 -0.1 0.0 0.0
H 1.6251 1.2116 -0.6136 0.0 0.0 0.1
H 3.2715 1.8888 1.6744 -0.1 0.0 0.0
H 3.1328 3.3366 0.7146 0.0 -0.1 0.1
H 1.4102 3.0497 2.5485 0.2 0.1 -0.1
H 0.7784 3.4872 0.9831 0.1 -0.1 0.0
H 0.8240 0.5374 1.5129 0.0 0.1 0.0
H -0.1914 1.4668 2.5991 0.1 0.0 0.0
H -0.3513 1.7226 -0.4210 -0.1 0.0 0.0
H -1.4126 2.4761 0.7445 0.1 0.0 0.0
H -1.6802 -0.1229 -0.4705 -0.1 0.0 0.1
H -1.4045 -0.4015 1.2237 0.1 0.0 -0.1
H -3.8824 0.3102 -0.0174 2.4 -0.7 0.5
H -3.4009 1.7164 0.9346 0.8 -0.4 0.1
H -3.5691 -1.7640 1.0268 0.0 0.0 0.1
H -4.6055 -1.7148 2.4703 0.0 0.0 0.1
H -2.8333 -1.7159 2.6398 -0.1 0.2 -0.1
C -2.4441 6.9071 2.4642 -0.1 0.2 0.0
C -2.0421 5.5926 2.2841 -0.1 -0.1 -0.1
C -1.0328 5.0586 3.0610 0.0 0.0 -0.1
C -0.4256 5.8794 3.9943 0.1 0.1 0.0
C -0.7817 7.2038 4.1787 -0.1 -0.1 0.0
C -1.8206 7.7131 3.4085 0.1 -0.1 0.0
N 0.6490 5.2799 4.8144 -0.5 0.1 -0.3
O 0.8224 4.0926 4.6449 0.5 -0.1 0.4
O 1.2557 5.9878 5.5921 0.0 -0.1 -0.1
H -3.2591 7.2951 1.8678 0.0 0.0 0.0
H -2.5252 4.9737 1.5386 0.0 0.0 0.0
H -0.6982 4.0377 2.9497 -0.1 0.0 0.0
H -0.2671 7.7958 4.9211 0.0 0.0 0.0
H -2.1420 8.7364 3.5507 0.0 0.0 0.0
C -5.2561 0.6922 1.3004 -5.5 0.2 0.2
C -5.3240 1.4559 2.4578 -2.2 1.8 0.5
C -5.3684 2.8390 2.3789 0.0 -0.7 0.3
C -5.3436 3.4214 1.1240 0.1 0.9 -0.4
C -5.2784 2.6856 -0.0460 -0.3 -0.3 -0.1
C -5.2349 1.3036 0.0538 -3.5 1.6 -0.7
N -5.3471 4.8958 1.0309 0.4 -0.8 0.0
O -5.3515 5.5266 2.0696 -0.2 0.2 0.1
O -5.2871 5.3947 -0.0759 -0.1 0.2 -0.1
H -5.2104 -0.3862 1.3708 -2.8 0.4 -0.9
H -5.3300 0.9760 3.4268 0.0 0.0 -0.1
H -5.4047 3.4645 3.2581 0.1 0.0 0.0
H -5.2505 3.1952 -0.9973 0.0 0.0 0.0
H -5.1732 0.7049 -0.8451 -0.5 0.2 -0.1
C -3.3608 -4.2023 -4.4512 0.0 0.0 0.0
C -3.6165 -4.9328 -3.2980 0.0 0.0 0.1
C -2.9337 -4.6408 -2.1272 0.0 0.0 0.0
C -2.0068 -3.6150 -2.1452 0.1 0.0 0.1
C -1.7316 -2.8729 -3.2795 0.0 0.0 0.0
C -2.4231 -3.1781 -4.4422 0.0 0.0 0.0
N -1.2806 -3.2943 -0.8969 0.0 0.0 -0.1
O -1.5293 -3.9647 0.0871 0.0 0.0 0.1
O -0.4922 -2.3751 -0.9296 0.0 0.0 0.1
H -3.8938 -4.4388 -5.3629 0.0 0.0 0.0
H -4.3380 -5.7375 -3.3043 0.0 0.1 -0.1
H -3.1019 -5.1879 -1.2113 0.0 0.0 0.0
H -0.9924 -2.0866 -3.2370 0.0 0.0 0.0
H -2.2228 -2.6144 -5.3436 0.0 0.0 0.0
C -3.8733 -10.7832 -0.0108 0.0 0.0 0.0
C -3.0366 -10.9859 -1.1001 0.0 0.0 0.0
C -3.2350 -10.2744 -2.2729 0.0 0.0 0.0
C -4.2799 -9.3692 -2.3169 0.0 0.1 -0.1
C -5.1295 -9.1474 -1.2480 0.0 0.0 0.0
C -4.9162 -9.8693 -0.0841 0.0 0.0 0.0
N -4.4843 -8.5909 -3.5557 0.1 0.0 0.0
O -3.7387 -8.8038 -4.4879 0.0 0.0 0.0
O -5.3805 -7.7674 -3.5644 -0.1 -0.1 0.0
H -3.7084 -11.3378 0.9036 0.0 0.0 0.0
H -2.2224 -11.6952 -1.0373 0.0 0.0 0.0
H -2.6009 -10.4018 -3.1372 0.0 0.0 0.0
H -5.9270 -8.4255 -1.3388 0.0 0.0 0.0
H -5.5641 -9.7125 0.7677 0.0 0.0 0.0
C 9.5233 1.7999 -0.7031 0.0 0.0 0.0
C 10.6510 1.8924 -1.5080 0.0 0.0 0.0
C 10.5928 2.5542 -2.7254 -0.1 0.0 0.0
C 9.3848 3.1129 -3.1061 0.0 0.0 0.0
C 8.2424 3.0323 -2.3239 0.0 0.0 0.0
C 8.3209 2.3664 -1.1121 0.0 0.0 0.0
N 9.3154 3.8223 -4.3939 0.0 0.0 0.0
O 10.3223 3.8675 -5.0791 0.0 0.0 0.0
O 8.2578 4.3330 -4.7108 0.0 0.0 0.0
H 9.5475 1.2774 0.2457 0.0 0.0 0.0
H 11.5827 1.4432 -1.1889 0.0 0.0 0.0
H 11.4499 2.6414 -3.3758 0.0 0.0 0.0
H 7.3218 3.4756 -2.6727 0.0 0.0 0.0
H 7.4492 2.2614 -0.4801 0.0 0.0 0.0
```
Forces are in eV/Å.

***

The following is a DFT calculation (ωB97M-V/def2-TZVPD) of a structure of composition C42H50N6O4ScSe3.

Calculated values
- Energy: -10224.857154 hartree
- E_LUMO: -3.1 eV
- HOMO: -9.56 eV
- Net charge: +1
- Energy above the lowest of the compared OMol25 structures with the same formula, charge and spin: 0.8449 eV
- Orbital gap: 6.488 eV

Structure (XYZ):
```
106
Properties=species:S:1:pos:R:3:forces:R:3
Sc 2.2970 0.0172 -0.8479 1.3 -0.2 0.4
C 5.6961 0.1898 -1.7460 0.0 0.1 -0.2
O 4.3269 0.1030 -2.1552 -0.4 -0.2 0.1
C 4.1057 -0.0196 -3.5207 0.3 0.2 0.0
C 5.0159 0.3941 -4.4788 -0.2 0.0 0.0
C 4.6822 0.2417 -5.8195 0.0 0.0 0.0
C 3.4663 -0.3169 -6.1917 0.0 0.0 0.1
C 2.5691 -0.7373 -5.2233 0.0 0.0 -0.2
C 2.8931 -0.5847 -3.8878 -0.1 -0.1 0.4
N 2.0951 -0.9952 -2.7844 -0.2 0.3 -0.4
N 1.0671 -1.6579 -3.0684 -0.2 -0.6 0.2
C 0.3421 -2.2486 -2.0561 -0.2 0.1 -0.5
C 0.8193 -2.4313 -0.7495 0.3 0.2 0.2
O 1.9011 -1.8288 -0.3130 -0.3 -0.3 0.0
C 0.1164 -3.3043 0.1295 0.2 0.0 0.0
C -1.0509 -3.8718 -0.2467 -0.1 0.0 -0.1
C -1.6230 -3.6310 -1.5370 0.0 -0.1 0.2
C -2.8740 -4.1808 -1.8826 0.1 0.1 -0.1
C -3.4162 -3.9447 -3.1181 0.1 0.0 0.0
C -2.7086 -3.1561 -4.0430 -0.1 -0.1 0.0
C -1.4895 -2.6142 -3.7258 0.0 0.0 0.0
C -0.9181 -2.8383 -2.4575 0.0 0.1 0.0
H 6.2631 -0.6111 -2.2221 0.0 0.0 0.0
H 5.7027 0.0757 -0.6698 0.0 0.0 0.0
H 6.1052 1.1661 -2.0069 0.0 0.0 0.0
H 5.9610 0.8330 -4.2011 0.0 0.0 0.0
H 5.3851 0.5621 -6.5756 0.0 0.0 0.0
H 3.2179 -0.4260 -7.2373 0.0 0.0 0.0
H 1.6238 -1.1889 -5.4877 0.0 0.0 0.0
H 0.5446 -3.4624 1.1104 0.0 0.0 0.0
H -1.5908 -4.5071 0.4467 0.0 0.0 0.0
H -3.3982 -4.7854 -1.1534 0.0 0.0 0.0
H -4.3752 -4.3679 -3.3837 0.0 0.0 0.0
H -3.1342 -2.9720 -5.0208 0.0 0.0 0.0
H -0.9643 -2.0011 -4.4441 0.0 0.0 0.0
C 5.6204 -1.1251 1.6487 0.2 -0.1 0.0
Se 4.0091 -0.0649 1.5396 -0.3 0.1 -0.1
C 4.7522 1.6697 2.0420 0.1 0.1 0.1
C 5.3926 2.5663 0.9960 0.2 -0.1 0.1
Se 4.2585 3.0671 -0.4998 -0.4 0.1 0.0
C 5.4838 4.3307 -1.3024 0.2 0.0 0.0
H 5.8001 -1.3644 2.6932 0.0 0.0 0.0
H 6.4695 -0.5853 1.2351 0.0 0.0 0.0
H 5.4649 -2.0407 1.0827 0.0 0.0 0.0
H 5.5096 1.4083 2.7837 -0.1 0.1 0.1
H 3.9486 2.1806 2.5674 0.0 0.0 -0.1
H 6.3055 2.1130 0.6018 0.0 0.0 0.0
H 5.6743 3.4972 1.4922 0.1 -0.1 0.0
H 6.4774 3.8968 -1.4012 0.0 0.0 0.0
H 5.5284 5.2393 -0.7075 0.0 0.0 0.0
H 5.0976 4.5628 -2.2916 0.0 0.0 0.0
O 1.1834 1.4071 -1.8015 -0.3 0.3 -0.3
N 0.6905 2.4258 -1.1768 0.0 -0.1 -0.1
N 1.0356 2.4523 0.0289 0.1 0.6 0.3
O 1.8616 1.5539 0.5165 -0.3 0.0 -0.1
C 0.5604 3.5132 0.8950 0.1 -0.5 -0.3
C -0.4644 4.3354 0.4605 -0.1 0.1 0.1
C -0.9053 5.3302 1.3156 0.0 0.0 0.0
C -0.3367 5.4811 2.5760 0.0 0.0 -0.1
C 0.6747 4.6283 2.9883 0.0 0.0 0.0
C 1.1340 3.6269 2.1430 -0.1 0.1 0.2
H -0.9091 4.1980 -0.5135 0.0 0.0 0.0
H -1.7061 5.9837 0.9992 0.0 0.0 0.0
H -0.6922 6.2595 3.2366 0.0 0.0 0.0
H 1.1062 4.7354 3.9738 0.0 0.0 0.0
H 1.8961 2.9297 2.4512 0.0 0.0 0.0
C -5.4694 2.6401 0.2288 0.0 0.1 0.0
C -5.0719 1.1918 -0.0185 0.0 0.0 0.0
C -3.7521 1.0811 -0.7702 0.0 0.0 0.0
C -3.3118 -0.3544 -1.0138 -0.1 -0.2 0.1
N -3.1897 -1.1194 0.2302 0.0 -0.1 -0.2
C -2.1753 -1.0093 1.1157 0.1 0.1 -0.1
Se -0.7093 0.0916 0.9496 0.0 0.0 0.2
N -2.4116 -1.8802 2.1243 0.0 -0.1 0.1
C -1.5901 -2.0785 3.3165 0.0 0.0 -0.2
C -2.2600 -1.5212 4.5698 0.0 0.0 0.0
C -2.3811 0.0033 4.5826 0.0 0.0 0.0
C -1.0527 0.7119 4.8285 0.0 0.0 0.0
C -3.5744 -2.5946 1.8551 0.1 0.1 0.1
C -4.2063 -3.6172 2.5479 0.0 0.0 -0.1
C -5.3632 -4.1310 1.9850 0.0 0.0 -0.1
C -5.8702 -3.6326 0.7782 0.0 0.0 0.1
C -5.2345 -2.6127 0.0901 0.0 0.0 0.1
C -4.0685 -2.1120 0.6502 -0.1 0.2 -0.1
H -6.4203 2.7175 0.7546 0.0 0.0 0.0
H -5.5656 3.1876 -0.7104 0.0 0.0 0.0
H -4.7159 3.1495 0.8332 0.0 0.0 0.0
H -5.8613 0.6787 -0.5775 0.0 0.0 0.0
H -4.9866 0.6723 0.9408 0.0 0.0 0.0
H -2.9661 1.6041 -0.2204 0.0 0.0 0.0
H -3.8351 1.5686 -1.7463 0.0 0.0 0.0
H -2.3555 -0.4104 -1.5327 0.1 0.1 0.0
H -4.0481 -0.8820 -1.6215 0.0 0.0 0.0
H -0.6343 -1.5921 3.1194 0.0 0.0 0.0
H -1.4117 -3.1528 3.4045 0.0 0.0 0.1
H -1.6728 -1.8489 5.4327 0.0 0.0 0.0
H -3.2472 -1.9766 4.6796 0.0 0.0 0.0
H -3.0906 0.2872 5.3625 0.0 0.0 0.0
H -2.8159 0.3457 3.6386 0.0 0.0 0.0
H -0.6111 0.3861 5.7730 0.0 0.0 0.0
H -1.1862 1.7934 4.8821 0.0 0.0 0.0
H -0.3399 0.5191 4.0275 0.0 0.0 -0.1
H -3.8188 -3.9998 3.4813 0.0 0.0 0.0
H -5.8884 -4.9284 2.4910 0.0 0.0 0.0
H -6.7811 -4.0523 0.3749 0.0 0.0 0.0
H -5.6304 -2.2343 -0.8409 0.0 0.0 0.0
```
Forces are in eV/Å.